Computed, not measured: a single C4H9Br2NO3S molecule, with ωB97M-V/def2-TZVPD.

Computed properties:
- Kohn-Sham gap (eV) = 8.6
- SMILES = CC(C)([NH3+])C(Br)(Br)S(=O)(=O)[O-]
- LUMO energy (eV) = -0.83

Each line ends with the natural charge from an NBO analysis.
Cartesian coordinates (Å):
1 C -0.969 0.764 -0.942  -0.670
2 C -1.050 -1.341 0.380  -0.651
3 C -0.421 0.099 0.284  -0.035
4 C 1.088 0.055 0.203  -0.263
5 N -0.880 0.862 1.501  -0.711
6 O 1.700 0.632 -2.288  -0.962
7 O 3.299 -0.755 -0.955  -0.941
8 O 1.153 -1.647 -1.724  -0.997
9 S 1.953 -0.467 -1.405  2.400
10 Br 1.853 2.116 0.603  -0.059
11 Br 1.764 -0.972 1.765  0.085
12 H -0.599 1.777 -0.903  0.231
13 H -2.010 0.579 -1.104  0.225
14 H -0.435 0.197 -1.763  0.299
15 H -1.021 -1.704 1.484  0.207
16 H -0.598 -2.008 -0.347  0.300
17 H -2.092 -1.474 0.058  0.232
18 H -0.092 1.604 1.711  0.456
19 H -1.022 0.209 2.138  0.424
20 H -1.622 1.474 1.304  0.429